1.
Molecular formula: C5H12N
Method: DFT, ωB97M-V/def2-TZVPD

Results
Largest force on an atom, eV/A: 1.6
Energy relative to the best compared isomer or geometry (same formula, charge and spin), eV: 2.082
Charge: +1

Each line ends with the natural charge from an NBO analysis.
Cartesian coordinates (Å):
C: 0.52149 1.04651 1.27409  -0.214
C: -0.37319 0.85706 0.04019  -0.487
C: -0.60532 -0.50813 -0.61250  0.077
C: 0.41287 -1.35506 -0.82761  -0.475
C: -1.87906 -0.51882 -1.39742  -0.685
N: 1.66837 0.04835 1.41116  -0.679
H: 0.92630 2.05287 1.30555  0.236
H: -0.00428 0.96156 2.22117  0.227
H: 0.01087 1.52212 -0.72759  0.241
H: -1.37174 1.18373 0.31588  0.258
H: 1.40185 -0.95128 -1.04149  0.183
H: 0.23838 -2.37488 -1.16459  0.233
H: -2.36230 0.44433 -1.56622  0.239
H: -1.63377 -0.75265 -2.44036  0.243
H: -2.69689 -1.16043 -1.07028  0.255
H: 1.36484 -0.87545 1.72786  0.455
H: 2.05720 -0.08598 0.47844  0.446
H: 2.32437 0.46616 2.07371  0.446

2.
Molecular formula: C5H12N
Method: DFT, ωB97M-V/def2-TZVPD

Results
Largest force on an atom, eV/A: 3.2
Energy relative to the best compared isomer or geometry (same formula, charge and spin), eV: 5.398
Charge: +1

Each line ends with the natural charge from an NBO analysis.
Cartesian coordinates (Å):
C: 4.54645 0.07851 -0.09057  -0.875
C: 0.05152 0.04160 0.21703  -0.097
N: 1.19334 0.66374 0.21057  -0.230
C: -3.36613 -0.39736 -0.91901  -0.578
C: -2.47759 -0.44672 0.46177  -0.532
C: -1.24790 0.48040 0.56286  0.334
H: 3.96618 0.67579 0.74592  0.205
H: 5.52607 -0.42906 0.19115  0.241
H: 4.55071 0.90218 -0.85813  0.223
H: 3.95292 -0.83446 -0.47324  0.209
H: -3.68765 0.64289 -1.03252  0.235
H: 0.08692 -1.05579 -0.00392  0.222
H: -2.87800 -0.90984 -1.76931  0.250
H: -4.43671 -0.79658 -0.72864  0.270
H: -2.28075 -1.53523 0.60241  0.288
H: -3.11261 -0.14606 1.27305  0.264
H: 0.94516 1.68034 0.45941  0.345
H: -1.33194 1.38566 1.15117  0.228

3.
Molecular formula: C5H12N2
Method: DFT, ωB97M-V/def2-TZVPD

Results
Largest force on an atom, eV/A: 5.1
Energy relative to the best compared isomer or geometry (same formula, charge and spin), eV: 4.825

Each line ends with the natural charge from an NBO analysis.
Cartesian coordinates (Å):
C: -0.70375 0.33541 -1.81714  -0.681
C: -0.70482 0.02416 -0.34463  0.073
C: 0.04568 -1.65780 -0.18720  0.125
C: -1.79889 0.21733 0.41250  -0.583
N: 0.74482 -2.33662 -0.99593  -0.642
H: 1.06751 -1.79797 -1.80526  0.330
H: -0.20846 -2.14862 0.76504  0.165
H: 0.32265 0.35042 -2.18888  0.193
H: -1.21419 -0.43111 -2.39792  0.232
H: -1.15498 1.30812 -2.02548  0.228
H: -1.82210 -0.03353 1.46114  0.191
H: -2.75355 0.40759 -0.05369  0.208
C: 1.10083 0.70668 1.88141  -0.419
N: 0.88782 1.05059 0.47751  -0.769
H: 1.47536 1.82416 0.15600  0.372
H: 1.23371 0.34526 -0.19250  0.380
H: 0.38785 0.00992 2.31434  0.202
H: 1.01593 1.58860 2.51348  0.207
H: 2.07859 0.23743 2.02720  0.188

Question: Among the records above, which one has the lowest largest force on an atom?
Answer: number 1

Question: Look up the energy relative to the best compared isomer or geometry (same formula, charge and spin) of the first one.
Answer: 2.082 eV

Question: energy relative to the best compared isomer or geometry (same formula, charge and spin) of number 1 (C5H12N)?
Answer: 2.082 eV